1.
Below is a molecular structure, C72H68AsN5O2P3SSeZr, with properties calculated with wB97M-V/def2-TZVPD.

Last column: Mulliken charge in e.
CARTESIAN COORDINATES (ANGSTROEM)
Zr -0.41932 0.15408 0.31286  -2.8642
C 2.31790 -2.78537 2.02954  -0.8572
N 2.00357 -1.34822 2.14394  1.1280
P 0.46760 -0.79330 2.77264  0.1281
C 0.99838 0.35280 4.08610  0.8642
C 0.59487 1.68250 4.07982  0.2094
C 0.95839 2.52010 5.12516  -1.1628
C 1.73539 2.03493 6.16395  -0.7386
C 2.15341 0.70731 6.16433  -0.7754
C 1.77799 -0.13540 5.13443  -1.1642
C -0.29859 -2.04155 3.87031  1.5322
C 0.17059 -3.27966 4.29389  -0.3515
C -0.55286 -4.01237 5.22708  -0.7235
C -1.73976 -3.52323 5.74732  -0.9160
C -2.20668 -2.27840 5.34456  -0.5682
C -1.48970 -1.54648 4.41679  -0.8174
P 2.25504 -0.35992 0.72436  0.6812
C 2.91416 1.22372 1.34496  1.3853
C 2.90819 2.24786 0.39424  -1.0420
C 3.52862 3.45480 0.66573  -0.5455
C 4.14438 3.64940 1.89576  -0.8913
C 4.15117 2.63400 2.84156  -0.6981
C 3.55239 1.41434 2.56358  -0.7672
C 3.80129 -0.98382 -0.00407  1.2676
C 3.94204 -1.03148 -1.38853  -0.4639
C 5.15687 -1.40910 -1.94544  -0.6737
C 6.22157 -1.73816 -1.12211  -0.7231
C 6.08314 -1.67542 0.26035  -0.7995
C 4.87955 -1.29262 0.82455  -0.2697
H 2.96439 -3.09300 2.85342  0.1734
H 2.85229 -2.98164 1.10233  0.4756
H 1.41863 -3.39525 2.03383  -0.0856
H 0.02159 2.07424 3.24760  0.5634
H 0.64054 3.55479 5.12742  0.5280
H 2.02257 2.68866 6.97670  0.4595
H 2.76587 0.33664 6.97551  0.4803
H 2.09561 -1.17167 5.13645  0.4299
H 1.10764 -3.68146 3.94233  0.3924
H -0.16643 -4.96899 5.55491  0.5351
H -2.29199 -4.09275 6.48327  0.4384
H -3.12298 -1.87579 5.75557  0.5463
H -1.84533 -0.56315 4.12300  0.2656
H 2.44207 2.08442 -0.57516  0.3086
H 3.54437 4.24019 -0.07907  0.5825
H 4.63732 4.58821 2.11096  0.4413
H 4.63447 2.78493 3.79783  0.5019
H 3.58482 0.61563 3.29259  0.3969
H 3.11443 -0.75421 -2.02764  0.1446
H 5.26959 -1.43756 -3.02117  0.5042
H 7.16779 -2.03396 -1.55501  0.4417
H 6.92294 -1.91275 0.89968  0.4810
H 4.77730 -1.22091 1.90078  0.3471
C 0.22044 -3.00224 -3.97908  -1.0615
N -0.95467 -2.24737 -3.59227  0.6389
C -0.96796 -1.06987 -2.95896  -0.1634
Se 0.51141 -0.20223 -2.21961  -0.1163
N -2.23867 -0.63637 -2.89625  0.5305
C -3.08490 -1.55826 -3.51124  0.5190
C -4.45304 -1.58323 -3.74616  -0.1356
C -4.94992 -2.68314 -4.42126  -0.9556
C -4.12028 -3.72930 -4.83934  -0.8105
C -2.75748 -3.70224 -4.61328  -0.6976
C -2.25671 -2.59129 -3.94904  0.2449
H 1.09964 -2.54224 -3.53501  0.2139
H 0.32660 -2.98628 -5.06369  0.3512
H 0.11769 -4.03683 -3.65109  0.4047
H -2.48136 0.28139 -2.55424  -0.3193
H -5.10480 -0.76936 -3.45989  0.4201
H -6.00670 -2.72573 -4.64784  0.5516
H -4.55534 -4.56898 -5.36362  0.4499
H -2.11436 -4.50380 -4.95090  0.5118
O -1.37606 1.55122 -0.87685  0.0813
C -0.72045 2.48140 -0.28313  1.2336
O -0.04065 2.07455 0.74664  0.4973
C -0.71529 3.84857 -0.72555  1.0303
C 0.00890 4.80349 0.00062  -0.2720
C 0.01229 6.11646 -0.42269  -1.2484
C -0.70604 6.48243 -1.55665  -0.5179
C -1.42876 5.53641 -2.27892  -1.0450
C -1.43046 4.21916 -1.87234  -0.1492
H 0.55789 4.49473 0.88113  0.5531
H 0.56587 6.86311 0.12995  0.4802
H -0.69913 7.51355 -1.88438  0.4579
H -1.98946 5.83617 -3.15344  0.4980
H -1.96562 3.47036 -2.44055  0.2425
C 2.21735 -6.63016 -1.27295  -1.5234
C 1.18125 -6.07928 -0.35891  0.9006
C 0.57501 -6.78252 0.64885  -1.2975
C -0.34092 -6.12064 1.48182  1.1154
N -0.64819 -4.83280 1.29424  0.3099
C -0.09050 -4.16920 0.30372  -2.3877
S -0.47358 -2.54422 -0.06124  0.9985
N 0.82506 -4.77966 -0.50661  0.5548
C -1.01544 -6.82452 2.60189  -1.4235
H 2.07552 -7.69794 -1.42045  0.4589
H 3.20734 -6.49004 -0.83171  0.2950
H 2.20819 -6.12673 -2.23963  0.3566
H 0.81044 -7.82530 0.80559  0.6119
H 1.24803 -4.21418 -1.23124  0.0630
H -0.35904 -7.56006 3.06480  0.5054
H -1.88313 -7.36560 2.21283  0.3093
H -1.36747 -6.10511 3.33704  0.0992
C -4.36365 0.47563 -0.50706  0.1870
C -4.33457 1.99549 -0.43491  -0.9220
As -6.05016 2.94162 -0.91787  0.2023
C -6.19090 2.37703 -2.78738  0.1309
C -7.45905 2.17132 -3.33156  -0.3586
C -7.61355 1.86699 -4.67529  -0.7399
C -6.50162 1.79484 -5.50499  -0.6243
C -5.24017 2.04562 -4.98714  -0.5918
C -5.08878 2.33351 -3.63672  0.1718
C -7.29861 1.68292 -0.07092  -0.0423
C -7.63718 0.43411 -0.59615  0.3467
C -8.44235 -0.44028 0.11885  -0.5663
C -8.93408 -0.07309 1.36486  -0.6739
C -8.64258 1.18238 1.87648  -0.7079
C -7.82808 2.05158 1.16313  -0.5559
P -3.07614 -0.41203 0.50117  3.1288
C -3.78898 -2.08701 0.61289  -0.3204
C -4.84866 -2.49389 -0.19401  -0.0534
C -5.46561 -3.71559 0.03570  -1.2020
C -5.02618 -4.53942 1.06014  -1.1813
C -3.93414 -4.15984 1.82927  -0.8704
C -3.31186 -2.94664 1.59680  0.6960
C -3.55620 0.30160 2.12234  1.5556
C -2.78752 1.31084 2.70283  -0.2150
C -3.22822 1.96510 3.84400  -0.7808
C -4.44379 1.61618 4.41183  -1.0771
C -5.21084 0.60652 3.84458  -0.9833
C -4.77702 -0.04345 2.70068  -1.0034
H -4.33781 0.12045 -1.53718  -0.1977
H -5.28959 0.12356 -0.05610  0.2979
H -3.56279 2.42806 -1.06541  -0.4336
H -4.13265 2.32247 0.58656  0.4279
H -8.33194 2.25342 -2.69442  0.5352
H -8.60416 1.69991 -5.07736  0.4633
H -6.62134 1.56689 -6.55598  0.4523
H -4.37404 2.02489 -5.63744  0.4725
H -4.09713 2.55632 -3.24745  0.1080
H -7.29571 0.15078 -1.58508  0.2584
H -8.70009 -1.40348 -0.30409  0.4899
H -9.56244 -0.75567 1.92227  0.4384
H -9.06377 1.49389 2.82385  0.5059
H -7.61341 3.03806 1.55942  0.4500
H -5.21469 -1.85931 -0.99143  0.4776
H -6.30370 -4.01240 -0.58145  0.5558
H -5.53422 -5.47366 1.26105  0.4592
H -3.57598 -4.80212 2.62361  0.6319
H -2.46131 -2.66332 2.19321  0.1798
H -1.84372 1.60444 2.25754  0.3873
H -2.63195 2.75453 4.28374  0.5053
H -4.79299 2.13460 5.29476  0.4680
H -6.15733 0.32800 4.28866  0.5746
H -5.38578 -0.82335 2.25718  0.4426

The value obtained for the maximum force is 0.063 hartree/bohr. As for the gap between HOMO and LUMO: 5.628 eV. Its charge is +3. The calculation puts the LUMO energy at -8.12 eV. For the energy relative to the best compared isomer or geometry (same formula, charge and spin), the calculation gives 226.24 kJ/mol. The molecular weight is 1405.464 g mol⁻¹. The value obtained for the total energy is -9314.61911 hartree.


2.
Below is a molecular structure, C73H57AsCrN7P2SSe2, with properties calculated with wB97M-V/def2-TZVPD.

Last column: Mulliken charge in e.
CARTESIAN COORDINATES (ANGSTROEM)
Cr -0.26770 0.28023 -0.91492  0.5480
C 3.04421 6.34149 -4.36468  -0.4196
C 1.84818 5.83254 -4.85572  -0.7889
C 1.24702 4.74338 -4.23959  -0.0844
C 1.82774 4.14851 -3.12177  -0.5308
C 3.02390 4.66760 -2.63576  0.4227
C 3.63181 5.75481 -3.25237  -0.9050
C 1.17152 2.97793 -2.46386  1.1971
C 1.70803 1.71301 -2.73900  -0.4490
C 2.79937 1.45234 -3.62066  -1.4072
C 2.87475 0.09676 -3.76971  -1.4265
C 1.81586 -0.47508 -2.98996  0.5116
N 1.15678 0.50821 -2.33253  1.0539
C 1.35720 -1.83106 -3.11869  0.4827
C 0.17792 -2.29399 -2.56373  0.2817
C -0.50257 -3.54905 -2.89882  -1.2113
C -1.68100 -3.55886 -2.25187  -1.6777
C -1.70740 -2.37558 -1.38951  0.1796
C -2.60842 -2.17122 -0.38288  0.3058
C -3.85908 -2.98031 -0.29495  -0.9213
C -3.91081 -4.19164 0.39732  0.5251
C -5.09659 -4.91022 0.49092  -0.9293
C -6.25301 -4.43080 -0.10953  -0.5282
C -6.21638 -3.22801 -0.80276  -0.7294
C -5.02962 -2.51124 -0.89239  -0.2379
C -2.25175 -1.24557 0.75197  0.8165
N -1.79183 0.05079 0.33257  0.7109
C -2.50416 0.99720 0.98301  0.1804
C -2.39874 2.35874 0.80007  0.7063
C -3.22901 3.27435 1.63277  -1.0085
C -2.61845 4.12760 2.55519  0.0327
C -3.36752 4.99489 3.33744  -0.8062
C -4.75254 5.02220 3.21966  -0.4091
C -5.37509 4.17886 2.31020  -0.7880
C -4.61801 3.32177 1.52001  -0.0743
C -1.50336 2.96457 -0.14385  0.6238
C -1.48572 4.36260 -0.48334  -1.6549
C -0.50817 4.53612 -1.42083  -0.8407
C 0.06182 3.24733 -1.66466  -0.4687
N -0.57693 2.31313 -0.86651  0.6392
C -3.45439 0.34025 1.90180  -1.6753
C -3.34021 -0.97425 1.76528  -1.6714
N -0.58102 -1.61709 -1.64843  1.0531
C 2.15540 -2.72473 -4.00458  -0.3760
C 1.64195 -3.24169 -5.19558  0.0134
C 2.39767 -4.08694 -5.99914  -0.8652
C 3.69744 -4.41741 -5.63982  -0.5187
C 4.23406 -3.88553 -4.47322  -0.8919
C 3.47205 -3.05100 -3.66804  -0.0992
H 3.51651 7.18828 -4.84761  0.3660
H 1.38327 6.28302 -5.72448  0.3922
H 0.31518 4.34104 -4.61827  0.4671
H 3.48165 4.20858 -1.76691  0.2339
H 4.56344 6.14535 -2.86031  0.4114
H 3.41258 2.20286 -4.09551  0.4820
H 3.56049 -0.45595 -4.39253  0.5046
H -0.12275 -4.31123 -3.56130  0.5462
H -2.44636 -4.32107 -2.27301  0.6552
H -3.02181 -4.56467 0.89163  0.4486
H -5.10999 -5.84134 1.04523  0.4652
H -7.17886 -4.98869 -0.03367  0.3742
H -7.11341 -2.84565 -1.27553  0.3876
H -4.99614 -1.57071 -1.42973  0.4724
H -1.53986 4.08625 2.65485  0.4356
H -2.87222 5.64394 4.05020  0.3940
H -5.34044 5.69412 3.83332  0.3652
H -6.45362 4.19614 2.20658  0.3705
H -5.10326 2.67545 0.79759  0.4813
H -2.13543 5.11382 -0.06140  0.4761
H -0.20728 5.45515 -1.89974  0.5621
H -4.12568 0.86533 2.56485  0.5503
H -3.87591 -1.76023 2.27654  0.7493
H 0.64202 -2.95797 -5.50110  0.5368
H 1.97409 -4.47375 -6.91844  0.3939
H 4.28952 -5.07210 -6.26764  0.3975
H 5.24896 -4.13083 -4.18210  0.4096
H 3.88620 -2.65431 -2.74761  0.4082
Se -2.64865 -5.33583 4.26900  -0.3650
P -0.76596 -5.30530 3.32398  0.1099
C 0.55287 -5.60117 4.53346  0.9342
C 1.48557 -6.62375 4.43659  -0.2598
C 2.42250 -6.81305 5.44764  -0.6133
C 2.41918 -5.98914 6.56020  -0.5423
C 1.47568 -4.97445 6.66877  -0.6273
C 0.54458 -4.78323 5.66352  -0.8891
C -0.70104 -6.56335 2.02243  0.7999
C -0.78019 -7.91184 2.37655  -0.2747
C -0.95592 -8.87629 1.39912  -0.8590
C -1.08109 -8.50129 0.06552  -0.7060
C -1.01605 -7.16378 -0.28764  -0.8846
C -0.82000 -6.19263 0.68661  0.1785
C -0.40890 -3.73196 2.47895  -0.0764
C 0.65525 -3.05776 1.80266  -0.9555
N 0.13310 -1.97020 1.23545  0.4045
N -1.13966 -2.01376 1.51676  1.7689
N -1.51753 -3.03501 2.24521  -0.7738
P 2.43407 -3.32499 1.52185  1.0129
Se 3.34539 -1.88268 0.30874  -0.1904
C 2.54054 -4.97148 0.77501  -0.0427
C 2.94322 -6.11588 1.44770  -0.3645
C 3.02048 -7.32692 0.76932  -0.6990
C 2.71408 -7.38842 -0.58177  -1.0468
C 2.32496 -6.24041 -1.26122  -0.2836
C 2.23469 -5.03660 -0.58404  -0.0365
C 3.20413 -3.37650 3.15977  0.2561
C 2.60679 -2.74148 4.24026  -0.2720
C 3.29920 -2.60698 5.43729  -0.9035
C 4.58188 -3.11500 5.56011  -0.5690
C 5.18429 -3.75153 4.47947  -0.8309
C 4.50411 -3.87084 3.27929  -0.2635
H 1.48571 -7.27585 3.57460  0.4426
H 3.15196 -7.60919 5.36258  0.4201
H 3.15132 -6.13645 7.34464  0.3800
H 1.46825 -4.33041 7.53911  0.4308
H -0.20863 -4.00901 5.75345  0.4057
H -0.75913 -8.19687 3.42176  0.5497
H -1.01992 -9.92052 1.67875  0.4085
H -1.22824 -9.25596 -0.69751  0.4145
H -1.11565 -6.86138 -1.32287  0.4862
H -0.77733 -5.14917 0.39400  -0.0447
H 3.21004 -6.06268 2.49363  0.6503
H 3.32929 -8.22168 1.29724  0.4357
H 2.77793 -8.33385 -1.10677  0.3792
H 2.09357 -6.27716 -2.31950  0.6361
H 1.93790 -4.13235 -1.10634  -0.3488
H 1.61094 -2.32646 4.13882  0.5544
H 2.83215 -2.09990 6.27235  0.5530
H 5.11698 -3.01418 6.49686  0.4139
H 6.19337 -4.13532 4.56717  0.4255
H 4.99219 -4.31334 2.41885  0.5120
C 3.77420 2.05264 0.12901  -0.5752
As 2.48479 2.51772 1.47906  0.8281
C 3.57929 2.84436 3.04255  -1.2249
C 1.89838 4.29267 1.00760  -0.6006
S 1.04711 1.07525 1.84174  -0.4364
H 4.53110 2.83580 0.06432  0.4719
H 3.27344 1.91953 -0.83003  -0.2263
H 4.22538 1.10970 0.43064  0.2530
H 4.36455 3.57018 2.82490  0.3933
H 4.01534 1.89737 3.35550  0.3353
H 2.93111 3.21855 3.83279  0.3487
H 2.73409 4.97360 1.17248  0.4443
H 1.06104 4.55556 1.65081  0.2200
H 1.56787 4.32759 -0.02945  -0.0982

Its spin multiplicity is 5. The value obtained for the maximum force is 0.014 hartree/bohr. As for the gap between HOMO and LUMO (spin up / spin down): 5.241 / 5.289 eV. Its charge is -1. The calculation puts the LUMO energy (spin up / spin down) at 2.04 / 1.94 eV. For the energy relative to the best compared isomer or geometry (same formula, charge and spin), the calculation gives 0.00 kJ/mol. The molecular weight is 1411.161 g mol⁻¹. The value obtained for the total energy is -12363.50725 hartree.